Arrangement a

# C18H19NO6

A molecular structure, C18H19NO6 (ωB97M-V/def2-TZVPD, the OMol25 dataset).

Structure (ORCA input):
```
! RIJCOSX wB97M-V def2-TZVPD def2/J DEFGRID3
* xyz 0 1
C -5.21329 -1.70543 0.08161
H -5.53169 -1.46710 0.97287
O -3.74447 -1.26947 -0.11329
C -3.49214 -0.07278 -0.00051
C -4.44150 0.79282 0.11775
C -4.11946 2.20285 0.46002
C -2.82370 2.49126 0.47309
C -1.80161 1.65212 -0.07505
C -2.23574 0.31180 -0.19677
O -1.12970 -0.64061 -0.32222
C -1.45861 -1.68317 -0.82438
H -2.12333 -1.74568 -1.84333
H -1.84349 -2.72612 -0.22418
H -0.38939 -2.17646 -1.06069
C -0.38542 1.92740 -0.23259
C 0.17049 3.04036 0.40010
C 1.71320 3.13283 0.15327
O 2.24512 4.19188 0.61542
O 2.37671 2.40094 -0.65658
C 3.65086 2.38258 -0.62453
H 4.03724 3.19546 -0.28976
H 3.80688 2.54023 -1.64721
C 4.33893 1.17541 -0.16262
O 5.43341 0.84304 -0.30634
N 3.54867 0.47797 0.32237
H 2.66469 0.59176 0.65497
C 3.97085 -1.16785 1.07788
C 3.15912 -1.91992 0.48280
C 2.96751 -2.64432 -0.63052
C 2.07013 -3.63761 -0.62454
C 1.58257 -3.48637 0.53256
O 2.18639 -2.70593 1.19386
H 0.84743 -4.13883 1.09348
H 1.68740 -4.35251 -1.52294
H 3.60950 -2.39345 -1.58223
H 5.05071 -0.90334 0.83149
H 3.89811 -0.98530 1.99879
H -0.27144 3.90113 1.04006
H 0.19789 1.20686 -0.54654
H -2.53513 3.77265 0.49693
H -4.72419 2.97480 0.75884
H -5.65309 0.80704 0.60454
H -5.39400 -2.82777 -0.11391
H -5.90242 -1.36319 -0.76199
*
```

For the molar mass, the calculation gives 345.35 g/mol. The calculation puts the HOMO energy at -0.3121 Eh.

Arrangement b

# C18H19NO6

A single C18H19NO6 molecule (ωB97M-V/def2-TZVPD, the OMol25 dataset).

Structure (ORCA input):
```
! RIJCOSX wB97M-V def2-TZVPD def2/J DEFGRID3
* xyz 0 1
C 3.73982 3.25264 -0.07839
O 4.72517 2.29527 0.22309
C 4.38452 0.97639 0.17011
C 5.40489 0.06833 0.46064
C 5.14921 -1.28609 0.42888
C 3.89055 -1.77138 0.11134
C 2.87617 -0.86943 -0.17661
N 1.57039 -1.26079 -0.50461
C 1.09311 -2.50679 -0.69041
O 1.71823 -3.54125 -0.63647
C -0.40484 -2.54035 -1.05333
O -1.16926 -1.45345 -0.53911
C -1.57027 -1.54191 0.73438
O -1.32175 -2.47151 1.45201
C -2.44026 -0.38060 1.17568
C -3.90713 -0.50730 0.70179
C -4.45440 0.85380 1.13232
C -3.43160 1.65117 0.33688
C -2.06598 1.05357 0.71616
C -1.32146 1.08402 -0.61080
O -0.13167 1.13641 -0.76678
O -2.19734 1.11032 -1.61031
C -3.52134 1.06329 -1.08468
C -3.98092 -0.38687 -0.82454
C 3.12022 0.50327 -0.14597
H 3.36153 3.13383 -1.09868
H 4.23091 4.22032 0.01408
H 2.90181 3.20305 0.62450
H 6.38203 0.45255 0.70525
H 5.94229 -1.98281 0.65429
H 3.69662 -2.82938 0.08456
H 0.93526 -0.48057 -0.64943
H -0.80991 -3.48907 -0.68812
H -0.50319 -2.48506 -2.14041
H -2.43337 -0.42067 2.26933
H -4.40818 -1.38514 1.10341
H -5.47469 1.02917 0.79718
H -4.38819 1.02979 2.20365
H -3.48892 2.73601 0.38980
H -1.50450 1.58723 1.48157
H -4.15760 1.60340 -1.78557
H -3.33815 -1.09168 -1.34725
H -5.00521 -0.53529 -1.16427
H 2.30736 1.17355 -0.37513
*
```

For the molar mass, the calculation gives 345.35 g/mol. The calculation puts the HOMO energy at -0.2934 Eh.

Least stable = arrangement a

Arrangement a

# C3H4N4O2

A single C3H4N4O2 molecule (ωB97M-V/def2-TZVPD, the OMol25 dataset).

Structure (ORCA input):
```
! RIJCOSX wB97M-V def2-TZVPD def2/J DEFGRID3
* xyz 0 1
C -0.94832 -1.31307 -0.04106
C -0.71554 1.23191 0.00818
C -1.65805 0.03402 -0.12113
N 0.13278 -1.60823 0.42502
N 0.53493 1.26760 0.25533
N 1.28283 0.25305 0.44388
N 2.54617 0.07814 0.04114
O 2.87289 -1.06995 -0.17623
O 3.27121 1.09555 0.04622
H -1.66613 -2.18312 -0.27408
H -1.15107 2.28664 -0.05021
H -2.12174 0.06971 -1.17930
H -2.37997 -0.14224 0.62226
*
```

For the molar mass, the calculation gives 128.09 g/mol. The calculation puts the HOMO energy (alpha / beta) at -0.3474 / -0.3547 Eh.

Arrangement b

# C3H4N4O2

3 unconnected molecules or ions with the total composition C3H4N4O2 (ωB97M-V/def2-TZVPD, the OMol25 dataset).

Structure (ORCA input):
```
! RIJCOSX wB97M-V def2-TZVPD def2/J DEFGRID3
* xyz 0 1
N -2.33790 0.55234 0.61562
C -1.36658 0.99974 -0.19806
N -1.24335 0.60821 -1.45599
O 0.13053 0.55492 -1.64319
C 0.68789 0.88078 -0.48572
N -0.15893 1.42689 0.32692
C 1.85698 0.07843 -0.13715
N 2.83518 -0.06733 0.55732
H -2.58501 1.13902 1.39800
H -2.56345 -0.43298 0.69623
O 1.25766 -1.93333 0.22106
H 1.07917 -2.18092 -0.69295
H 2.40781 -1.62578 0.79791
*
```

For the molar mass, the calculation gives 128.09 g/mol. The calculation puts the HOMO energy at -0.3648 Eh.

Least stable = arrangement a

Arrangement a

# C4H6S

A single C4H6S molecule (ωB97M-V/def2-TZVPD, the OMol25 dataset).

Structure (ORCA input):
```
! RIJCOSX wB97M-V def2-TZVPD def2/J DEFGRID3
* xyz 0 1
C -2.04287 1.49982 -0.43717
C -1.16291 0.76039 -0.62059
C -0.07470 -0.13260 -0.75207
C 0.88307 -0.00854 0.44477
S 2.08712 -1.29443 0.63697
H -3.05022 2.10013 -0.46596
H -0.51508 -0.99297 -0.46443
H 0.61968 -0.50798 -1.70229
H 1.59014 0.88161 0.32571
H 0.23024 -0.10000 1.32449
H 1.43553 -2.20542 1.71054
*
```

For the molar mass, the calculation gives 86.16 g/mol. The calculation puts the HOMO energy at -0.3365 Eh.

Arrangement b

# C4H6S

A single C4H6S molecule (ωB97M-V/def2-TZVPD, the OMol25 dataset).

Structure (ORCA input):
```
! RIJCOSX wB97M-V def2-TZVPD def2/J DEFGRID3
* xyz 0 1
C 0.34048 -0.86674 -0.46956
C 0.62262 -1.17830 0.81225
S 0.55556 0.28121 1.86246
C -0.58732 0.96930 0.58185
C 0.07712 0.53424 -0.86154
H 0.18887 -1.59943 -1.37073
H 0.67087 -2.35298 1.07238
H -1.72538 0.56078 0.51881
H -0.52120 2.11606 0.83801
H -0.61424 0.60394 -1.73860
H 0.99262 0.93192 -1.24533
*
```

For the molar mass, the calculation gives 86.16 g/mol. The calculation puts the HOMO energy at -0.3042 Eh.

Least stable = arrangement a

Arrangement a

# C4H6S

A single C4H6S molecule (ωB97M-V/def2-TZVPD, the OMol25 dataset).

Structure (ORCA input):
```
! RIJCOSX wB97M-V def2-TZVPD def2/J DEFGRID3
* xyz 0 1
C -0.80579 0.98536 -0.08653
C 0.42527 1.47559 -0.10594
S 1.82329 0.30770 0.05794
C 0.69514 -1.03772 -0.19277
C -0.79041 -0.59766 0.11207
H -1.63939 1.60750 0.05263
H 0.75616 2.50642 -0.07747
H 0.82426 -1.60155 -1.09875
H 1.10859 -1.82180 0.58165
H -1.53570 -1.14354 -0.42326
H -0.86141 -0.68030 1.18042
*
```

For the molar mass, the calculation gives 86.16 g/mol. The calculation puts the HOMO energy at -0.2971 Eh.

Arrangement b

# C4H6S

A single C4H6S molecule (ωB97M-V/def2-TZVPD, the OMol25 dataset).

Structure (ORCA input):
```
! RIJCOSX wB97M-V def2-TZVPD def2/J DEFGRID3
* xyz 0 1
C 0.61915 -0.70370 0.54803
C 0.86430 0.09198 -0.57671
C -0.34125 0.59799 -1.17434
S -1.74729 0.19740 -0.18175
C -0.66724 -0.28629 1.35475
H 1.43726 -1.11426 0.91749
H 1.75572 0.06786 -1.12224
H 0.02429 0.25926 -2.19651
H -0.25371 1.63998 -1.50327
H -1.17280 -1.21311 1.67779
H -0.51842 0.46288 2.25677
*
```

For the molar mass, the calculation gives 86.16 g/mol. The calculation puts the HOMO energy at -0.3150 Eh.

Least stable = arrangement b

Arrangement a

# C4H6S

A single C4H6S molecule (ωB97M-V/def2-TZVPD, the OMol25 dataset).

Structure (ORCA input):
```
! RIJCOSX wB97M-V def2-TZVPD def2/J DEFGRID3
* xyz 0 1
C -1.25950 -1.16330 -2.59424
C -0.38465 -0.94275 -1.41181
C 0.25381 -0.73190 -0.39984
C 0.87484 -0.19669 0.84147
S 0.33002 1.37975 1.58927
H -0.63158 -1.36683 -3.44511
H -1.88252 -2.03445 -2.41083
H -1.86232 -0.28788 -2.77404
H 2.03611 -0.10130 0.71854
H 0.88882 -1.01257 1.61493
H -0.73578 0.93488 2.25476
*
```

For the molar mass, the calculation gives 86.16 g/mol. The calculation puts the HOMO energy at -0.3424 Eh.

Arrangement b

# C4H6S

A molecular structure, C4H6S (ωB97M-V/def2-TZVPD, the OMol25 dataset).

Structure (ORCA input):
```
! RIJCOSX wB97M-V def2-TZVPD def2/J DEFGRID3
* xyz 0 1
C -1.21444 0.27886 -0.40822
C -0.14135 0.98006 -0.14541
C -0.56335 -1.01012 -0.02282
C 0.64303 -0.09375 0.43842
S 2.35107 -0.17947 -0.22970
H -2.25350 0.60759 -0.56766
H 0.02731 2.00624 -0.22628
H -1.19078 -1.72246 1.02162
H -0.55832 -1.79642 -0.77782
H 0.72597 -0.03543 1.62234
H 2.17435 0.96490 -0.70447
*
```

For the molar mass, the calculation gives 86.16 g/mol. The calculation puts the HOMO energy at -0.3350 Eh.

Arrangement c

# C4H6S

A single C4H6S molecule (ωB97M-V/def2-TZVPD, the OMol25 dataset).

Structure (ORCA input):
```
! RIJCOSX wB97M-V def2-TZVPD def2/J DEFGRID3
* xyz 0 1
C -0.52961 1.03658 -0.09747
C 0.79003 1.43593 -0.14124
S 1.87522 0.10033 -0.00646
C 0.60467 -1.13770 -0.07853
C -0.73399 -0.47083 -0.00387
H -1.60429 1.53278 0.11159
H 0.82446 2.50408 0.25273
H 0.71945 -1.55787 -1.08596
H 0.85809 -1.84957 0.73249
H -1.59940 -0.90810 -0.66152
H -1.20463 -0.68564 0.97824
*
```

For the molar mass, the calculation gives 86.16 g/mol. The calculation puts the HOMO energy at -0.2856 Eh.

Least stable = arrangement b

Arrangement a

# CN4S2

A single CN4S2 molecule (ωB97M-V/def2-TZVPD, the OMol25 dataset).

Structure (ORCA input):
```
! RIJCOSX wB97M-V def2-TZVPD def2/J DEFGRID3
* xyz 0 1
N -0.31842 -1.58323 0.78257
N 0.53970 -1.42592 -0.23999
C 0.63658 -0.23213 -0.60096
S 0.96230 1.21218 -1.48648
S -0.43852 2.04154 -0.14547
N -0.48950 0.51037 0.52742
N -0.89214 -0.52281 1.16291
*
```

For the molar mass, the calculation gives 132.17 g/mol. The calculation puts the HOMO energy at -0.3506 Eh.

Arrangement b

# CN4S2

A molecular structure, CN4S2 (ωB97M-V/def2-TZVPD, the OMol25 dataset).

Structure (ORCA input):
```
! RIJCOSX wB97M-V def2-TZVPD def2/J DEFGRID3
* xyz 0 1
C -0.34462 0.41389 -0.00361
N 0.87075 1.05274 -0.00668
N 1.71236 0.17968 -0.00213
N 2.25515 -0.79329 0.01428
N -0.41912 -0.88083 -0.00629
S -1.96181 1.06292 0.00523
S -2.11273 -1.03511 -0.00079
*
```

For the molar mass, the calculation gives 132.17 g/mol. The calculation puts the HOMO energy at -0.3288 Eh.

Least stable = arrangement a

Arrangement a

# C4H7FN2

A single C4H7FN2 molecule (ωB97M-V/def2-TZVPD, the OMol25 dataset).

Structure (ORCA input):
```
! RIJCOSX wB97M-V def2-TZVPD def2/J DEFGRID3
* xyz 0 1
C -1.52058 0.97878 -0.07948
C -0.06753 0.89021 0.06994
C -2.27438 -0.13621 -0.05318
C 2.18907 -0.03782 -0.09171
N 0.06899 -1.38715 0.01273
N 0.68997 -0.22684 0.02651
F -3.60143 -0.23059 0.00074
H -2.05725 1.88121 -0.21589
H 0.56689 1.69776 0.20195
H -1.95667 -1.15561 0.19661
H 2.55703 -0.51937 0.85521
H 2.43676 -0.63755 -0.90429
H 2.25640 1.07264 -0.08870
H 0.71272 -2.18945 0.06957
*
```

For the molar mass, the calculation gives 102.11 g/mol. The calculation puts the HOMO energy at -0.2712 Eh.

Arrangement b

# C4H7FN2

A single C4H7FN2 molecule (ωB97M-V/def2-TZVPD, the OMol25 dataset).

Structure (ORCA input):
```
! RIJCOSX wB97M-V def2-TZVPD def2/J DEFGRID3
* xyz 0 1
C 1.50736 -2.01296 0.65105
N 1.73351 -0.83891 1.11802
N 0.67937 0.04353 1.03872
C -0.40317 -0.22295 0.11408
C -0.80644 1.30496 -0.09947
C -1.17716 1.86774 -1.21318
F -1.13778 1.05715 -2.33655
H 2.20141 -2.85910 0.74089
H 0.60462 -2.23066 0.22644
H 1.03161 0.93608 0.87768
H -1.40551 -0.91858 0.32139
H 0.06519 -0.57636 -0.89071
H -1.08403 1.70450 0.82723
H -1.80898 2.74555 -1.37560
*
```

For the molar mass, the calculation gives 102.11 g/mol. The calculation puts the HOMO energy at -0.3339 Eh.

Least stable = arrangement a

Arrangement a

# C3H2S2

A single C3H2S2 molecule (ωB97M-V/def2-TZVPD, the OMol25 dataset).

Structure (ORCA input):
```
! RIJCOSX wB97M-V def2-TZVPD def2/J DEFGRID3
* xyz 0 1
C -2.46384 -0.65972 0.09773
C -1.22087 -0.42839 -0.19384
C 0.10050 0.02141 -0.23914
S 0.22385 1.65527 0.04249
S 1.18731 -1.14402 0.01491
H -3.33966 -1.23703 0.48946
H 2.26637 -0.54284 0.60372
*
```

For the molar mass, the calculation gives 102.18 g/mol. The calculation puts the HOMO energy at -0.3207 Eh.

Arrangement b

# C3H2S2

A molecular structure, C3H2S2 (ωB97M-V/def2-TZVPD, the OMol25 dataset).

Structure (ORCA input):
```
! RIJCOSX wB97M-V def2-TZVPD def2/J DEFGRID3
* xyz 0 1
C -0.26766 0.00307 0.08105
C -3.14337 -0.01030 -0.78849
C -1.52547 0.00642 0.45120
S -2.61055 1.35996 0.12655
S -2.58748 -1.36877 0.12839
H 0.28135 -0.91858 0.01676
H 0.29632 0.91892 -0.00327
*
```

For the molar mass, the calculation gives 102.18 g/mol. The calculation puts the HOMO energy at -0.3083 Eh.

Least stable = arrangement b